(1)
Entry from OMol25: C8H5CrNO3 as an isolated structure at a distorted geometry (ωB97M-V with the def2-TZVPD basis set).

Each line ends with the Löwdin charge.
Geometry (Å):
O: -0.023 5.228 -2.620  0.06
C: 0.001 4.161 -2.282  -0.04
Cr: 0.063 -0.163 0.228  0.95
C: 1.574 -1.607 -0.438  0.15
C: -1.495 -1.598 -0.343  0.14
O: 2.435 -1.798 -1.364  0.12
O: -2.383 -1.788 -1.215  0.13
C: 0.005 -1.012 5.016  0.04
C: 0.065 0.206 4.407  -0.02
C: 0.061 0.367 3.036  -0.06
N: 0.010 -0.683 2.097  -0.13
C: -0.091 -1.938 2.757  -0.03
C: -0.074 -2.098 4.163  0.02
H: 0.019 -1.137 6.051  0.13
H: 0.123 1.028 5.046  0.12
H: 0.107 1.475 2.656  0.17
H: -0.182 -2.856 2.095  0.15
H: -0.113 -3.025 4.549  0.09

## Properties
2S+1	5
total charge	+2
orbital gap (spin up / spin down)	7.32 / 7.59	eV
molar mass	215.13	g mol⁻¹
<S²>	6.024

(2)
Entry from OMol25: C5H14OSi as an isolated structure at a distorted geometry (ωB97M-V with the def2-TZVPD basis set).

Each line ends with the Löwdin charge.
Geometry (Å):
C: 2.365 0.471 -0.758  -0.12
C: 1.481 -1.075 0.895  -0.15
C: -2.800 -0.124 0.964  -0.25
C: -1.470 1.440 -1.329  -0.27
C: 1.253 0.288 0.245  -0.48
O: -1.525 0.141 1.263  -0.24
Si: -0.604 0.564 -0.039  0.72
H: 2.223 -0.263 -1.483  0.06
H: 2.366 1.529 -1.135  0.10
H: 3.295 0.447 -0.258  0.06
H: 1.209 -1.895 0.251  0.08
H: 0.930 -1.265 1.828  0.08
H: 2.493 -1.103 1.262  0.07
H: -3.436 0.769 0.877  0.09
H: -3.197 -0.659 1.799  0.08
H: -3.002 -0.602 -0.002  0.09
H: -1.117 0.108 -2.855  -0.05
H: -2.522 1.525 -1.033  -0.05
H: -1.256 2.363 -1.990  0.02
H: 1.578 0.992 1.043  0.11
H: -0.878 -0.386 -3.427  0.02

## Properties
total charge	0
orbital gap	7.99	eV
molar mass	118.25	g mol⁻¹
relative energy (zero: lowest compared OMol25 entry of this formula, charge and spin)	4.834	eV

(3)
Entry from OMol25: the molecule C4H9NO2 (ωB97M-V with the def2-TZVPD basis set).

Each line ends with the Löwdin charge.
Geometry (Å):
C: -0.713 1.057 -1.967  -0.12
N: -0.663 -0.219 -1.269  -0.04
C: -0.699 -0.082 0.142  -0.35
O: -1.005 -1.303 0.833  -0.05
C: 0.219 -1.248 1.577  -0.13
C: 0.691 -0.014 0.813  -0.28
O: 1.723 -0.290 -0.109  -0.03
H: 0.010 1.807 -1.602  0.08
H: -0.509 0.878 -3.026  0.08
H: -1.719 1.478 -1.880  0.08
H: 0.230 -0.668 -1.464  0.10
H: -1.384 0.727 0.440  0.16
H: 0.068 -1.088 2.648  0.12
H: 0.830 -2.146 1.414  0.13
H: 0.927 0.910 1.353  0.15
H: 2.458 -0.460 0.487  0.10

## Properties
total charge	0
orbital gap	9.77	eV
molar mass	103.12	g mol⁻¹
relative energy (zero: lowest compared OMol25 entry of this formula, charge and spin)	2.612	eV
SMILES	CN[C@H]1OC[C@H]1O

(4)
Entry from OMol25: a 2-piece molecular cluster, CH2Cl2N2 overall at a distorted geometry (ωB97M-V with the def2-TZVPD basis set).

Each line ends with the Löwdin charge.
Geometry (Å):
N: -1.763 -3.492 1.327  0.19
C: -0.939 -2.688 1.657  -0.44
N: 0.077 -2.119 1.786  -0.34
Cl: 1.040 -1.690 3.162  0.56
H: -2.675 -3.289 1.099  0.04
Cl: 0.329 2.045 1.820  0.28
H: -0.249 2.909 2.525  -0.28

## Properties
total charge	0
orbital gap	10.16	eV
molar mass	112.95	g mol⁻¹
relative energy (zero: lowest compared OMol25 entry of this formula, charge and spin)	1.436	eV
SMILES	N=C=NCl.Cl

(5)
Entry from OMol25: the molecule CH4N2OS2 at a distorted geometry (ωB97M-V with the def2-TZVPD basis set).

Each line ends with the Löwdin charge.
Geometry (Å):
N: 2.582 -0.820 -0.388  -0.38
S: 1.980 0.639 0.403  0.41
S: 0.148 0.084 1.259  0.40
C: -1.322 0.562 -0.059  -0.80
N: -2.531 0.200 0.331  0.09
O: -0.889 1.064 -1.046  -0.01
H: 2.420 -0.884 -1.378  0.01
H: 3.563 -0.617 -0.125  0.00
H: -2.566 -0.220 1.293  0.11
H: -3.384 -0.008 -0.289  0.16

## Properties
total charge	0
orbital gap	9.02	eV
molar mass	124.19	g mol⁻¹
relative energy (zero: lowest compared OMol25 entry of this formula, charge and spin)	0.390	eV
SMILES	NSSC(N)=O

(6)
Entry from OMol25: C43H39CrFN3O3S2 as an isolated structure at a distorted geometry (ωB97M-V with the def2-TZVPD basis set).

Each line ends with the Löwdin charge.
Geometry (Å):
Cr: -0.343 0.234 1.082  0.81
C: 0.131 -1.865 3.543  -0.04
C: -1.093 -2.737 3.246  -0.34
C: -2.373 -2.012 3.666  -0.05
C: -1.074 -3.336 1.841  -0.13
C: -0.785 -4.697 1.783  -0.04
C: -0.772 -5.389 0.586  -0.08
C: -1.042 -4.703 -0.579  -0.05
C: -1.302 -3.330 -0.590  -0.13
C: -1.458 -2.760 -2.002  -0.34
C: -2.380 -1.564 -2.228  -0.05
C: -0.062 -2.483 -2.582  -0.05
C: -1.308 -2.635 0.638  -0.19
N: -1.605 -1.238 0.689  -0.03
C: -2.941 -0.894 0.634  -0.28
C: -4.029 -1.780 0.645  -0.03
C: -5.331 -1.316 0.533  -0.09
C: -5.610 0.038 0.409  -0.09
C: -4.555 0.943 0.408  -0.01
C: -3.283 0.452 0.525  -0.20
F: -2.215 1.336 0.502  -0.01
H: 0.260 -1.754 4.621  0.10
H: 0.001 -0.855 3.150  0.02
H: 1.045 -2.294 3.131  0.08
H: -1.018 -3.604 3.907  0.12
H: -2.494 -1.056 3.162  0.05
H: -2.318 -1.803 4.737  0.09
H: -3.257 -2.623 3.484  0.08
H: -0.584 -5.231 2.705  0.11
H: -0.575 -6.454 0.568  0.10
H: -1.046 -5.236 -1.523  0.11
H: -1.884 -3.582 -2.584  0.12
H: -1.986 -0.654 -1.784  0.06
H: -3.381 -1.749 -1.836  0.08
H: -2.471 -1.404 -3.306  0.08
H: 0.398 -1.642 -2.066  0.05
H: -0.128 -2.233 -3.643  0.08
H: 0.585 -3.357 -2.479  0.08
H: -3.838 -2.840 0.742  0.12
H: -6.144 -2.031 0.541  0.10
H: -6.628 0.388 0.319  0.10
H: -4.712 2.009 0.315  0.12
O: 0.226 1.349 4.647  -0.27
S: -0.380 1.847 3.443  0.61
O: -1.620 1.213 3.014  -0.31
N: 0.556 1.672 2.147  -0.21
C: 1.941 1.544 2.310  -0.25
C: 2.787 2.387 2.982  0.01
C: 4.170 2.113 3.008  -0.06
C: 4.698 1.019 2.379  -0.03
C: 3.845 0.099 1.729  -0.14
C: 4.272 -1.091 1.098  0.02
C: 3.341 -1.959 0.600  -0.01
C: 1.978 -1.650 0.699  -0.08
N: 1.547 -0.520 1.220  0.00
C: 2.463 0.358 1.731  -0.13
C: -0.614 3.588 3.658  -0.27
C: -0.676 4.104 4.944  -0.05
C: -0.751 5.478 5.113  -0.07
C: -0.749 6.315 4.005  -0.08
C: -0.690 5.786 2.722  -0.07
C: -0.617 4.414 2.542  -0.05
H: 2.389 3.257 3.488  0.12
H: 4.827 2.792 3.536  0.11
H: 5.764 0.835 2.389  0.11
H: 5.332 -1.303 1.021  0.12
H: 3.636 -2.887 0.131  0.11
H: 1.222 -2.337 0.337  0.12
H: -0.653 3.429 5.789  0.12
H: -0.801 5.896 6.110  0.11
H: -0.789 7.388 4.142  0.11
H: -0.691 6.444 1.864  0.11
H: -0.553 3.980 1.552  0.12
C: 3.033 0.816 -9.622  -0.08
C: 2.609 0.678 -8.182  -0.75
O: 2.220 -0.340 -7.685  0.04
S: 2.768 2.221 -7.284  1.01
C: 2.184 1.763 -5.675  -0.54
C: 0.867 1.354 -5.499  -0.08
C: 0.400 1.067 -4.231  -0.02
C: 1.236 1.202 -3.117  -0.24
C: 2.562 1.591 -3.311  -0.03
C: 3.035 1.871 -4.583  -0.09
C: 0.729 0.943 -1.804  -0.09
C: 0.246 0.682 -0.722  -0.05
H: 2.312 0.304 -10.257  0.09
H: 4.000 0.328 -9.748  0.09
H: 3.121 1.860 -9.917  0.06
H: 0.214 1.259 -6.356  0.11
H: -0.621 0.741 -4.084  0.12
H: 3.218 1.667 -2.454  0.11
H: 4.062 2.175 -4.731  0.10

## Properties
2S+1	4
total charge	0
orbital gap (spin up / spin down)	6.72 / 6.74	eV
molar mass	780.93	g mol⁻¹
<S²>	3.792

(7)
Entry from OMol25: C10H11F4N2S3SbV as an isolated structure (ωB97M-V with the def2-TZVPD basis set).

Each line ends with the Löwdin charge.
Geometry (Å):
V: -0.832 -1.281 -1.252  0.16
C: -2.316 1.920 -1.499  -0.16
N: -1.045 1.387 -1.015  -0.31
C: 0.064 1.957 -1.769  -0.10
C: -0.917 1.620 0.435  -0.18
C: -1.175 0.309 1.173  -0.20
N: -0.273 -0.652 0.574  -0.12
C: 0.994 -0.819 0.985  -0.19
C: 1.921 -1.263 0.021  -0.14
F: 1.440 -1.354 -1.266  -0.02
C: 3.238 -1.546 0.260  -0.23
F: 4.018 -1.950 -0.756  0.08
C: 3.770 -1.397 1.530  0.04
C: 2.899 -0.944 2.503  -0.23
F: 3.354 -0.779 3.760  0.07
C: 1.569 -0.663 2.261  -0.14
F: 0.813 -0.249 3.301  0.07
H: -2.360 3.010 -1.348  0.08
H: -3.140 1.443 -0.970  0.08
H: -2.437 1.694 -2.556  0.04
H: 0.119 3.052 -1.669  0.09
H: -0.056 1.710 -2.824  0.09
H: 1.005 1.530 -1.418  0.08
H: -1.599 2.415 0.761  0.12
H: 0.103 1.946 0.657  0.12
H: -2.198 -0.034 0.991  0.06
H: -1.049 0.438 2.248  0.11
H: 4.800 -1.629 1.751  0.12
S: -4.067 -2.215 0.424  -0.39
Sb: -3.269 -3.103 -1.522  0.20
S: -2.512 -1.040 -2.736  -0.11
S: -0.863 -3.514 -1.036  -0.10

## Properties
2S+1	3
total charge	-1
orbital gap (spin up / spin down)	6.72 / 6.82	eV
molar mass	504.11	g mol⁻¹
<S²>	2.034
relative energy (zero: lowest compared OMol25 entry of this formula, charge and spin)	0.551	eV